Here is 2 unconnected molecules or ions with the total composition C6H12N2 from the Open Molecules 2025 dataset. Energies are from the ωB97M-V functional and the def2-TZVPD basis.

```
20
Properties=species:S:1:pos:R:3:lowdin_charge:R:1
C 0.8655 -0.0223 -2.7991 -0.05
C 0.1222 -0.5961 -1.6301 -0.35
C 0.7624 -0.7781 -0.4328 -0.10
N -0.1859 -1.0562 0.4991 0.05
C -1.3534 -1.1834 -0.1948 -0.22
N -1.1948 -0.9470 -1.4570 0.09
H 1.9171 -0.1206 -2.5697 0.07
H 0.5207 1.0149 -2.9209 0.08
H 0.5553 -0.3773 -3.7839 0.07
H 1.8307 -0.7314 -0.2903 0.11
H -0.1105 -1.2762 1.4748 0.13
H -2.2833 -1.5148 0.2379 0.12
C -0.2140 1.4084 2.7577 -0.18
C 0.9171 2.2619 2.2335 -0.17
H -0.7734 1.8287 3.5921 0.07
H -0.9129 1.3412 1.9223 0.06
H -0.0011 0.3611 2.9773 0.04
H 1.4080 1.9771 1.3007 0.06
H 0.5604 3.2877 2.0991 0.07
H 1.7463 2.3666 2.9472 0.06
```

E	-345.3090	hartree
HOMO-LUMO gap	9.3	eV
spin multiplicity	1
relative energy (zero: lowest compared OMol25 entry of this formula, charge and spin)	0.512	eV
HOMO level	-0.310	Eh
structure (SMILES)	Cc1c[nH]cn1.CC